Entry 1:
ORCA calculation (ωB97M-V/def2-TZVPD) on a molecular structure, C14H24NO6Tl.

Results
Charge: +2
Kohn-Sham gap, eV: 2.86
Energy above the lowest of the compared OMol25 structures with the same formula, charge and spin, kcal per mole: 40.8
LUMO energy, eV: -12.13

CARTESIAN COORDINATES (ANGSTROEM)
C (4.74204, -0.74793, 0.89963)
C (3.76661, -1.93808, 0.66085)
C (2.36166, -1.33663, 0.64794)
O (1.32938, -2.28151, 0.33062)
C (0.31332, -1.79173, -0.38824)
C (-0.37967, -3.00243, -1.08486)
O (-0.20591, -4.13765, -0.53563)
O (-1.06018, -2.82162, -2.06644)
C (-0.77576, -0.97438, 0.59638)
C (-0.96995, 0.51348, 0.16008)
C (0.22308, 1.43199, 0.56144)
C (0.92547, 1.95390, -0.71640)
O (1.72892, 3.08052, -0.47119)
C (0.98996, 4.24202, -0.22117)
C (0.01437, 4.79927, -1.25736)
O (1.12598, 4.77503, 0.84151)
N (-1.94548, -1.68378, 0.82500)
C (-3.00944, -1.54872, -0.07854)
C (-4.24990, -0.69535, 0.63533)
C (-4.54270, 0.64668, -0.01806)
O (-5.36852, -0.54970, -0.13112)
H (5.78100, -1.06911, 0.83925)
H (4.51983, 0.00989, 0.13629)
H (4.53566, -0.28093, 1.86920)
H (3.91748, -2.61832, 1.50584)
H (4.01086, -2.47133, -0.26228)
H (2.33392, -0.42629, 0.03843)
H (2.16142, -1.00290, 1.68842)
H (0.70045, -1.11921, -1.17437)
H (-0.25591, -0.91764, 1.57304)
H (-0.98832, 0.49509, -0.94128)
H (-1.89976, 0.91727, 0.56073)
H (-0.21661, 2.30162, 1.06683)
H (0.91641, 0.98598, 1.27756)
H (1.57489, 1.19263, -1.17444)
H (0.17138, 2.18628, -1.48826)
H (0.08048, 5.88581, -1.22935)
H (-0.98863, 4.45214, -0.98660)
H (0.27140, 4.46209, -2.26800)
H (-1.76255, -2.65674, 1.09473)
H (-3.47085, -2.52196, -0.30052)
H (-2.78965, -1.04191, -1.02071)
H (-4.34441, -0.76998, 1.71998)
H (-4.88851, 1.32247, 0.75714)
H (-4.03746, 0.92102, -0.93526)
Tl (-0.34579, -6.16935, -1.53614)

Entry 2:
ORCA calculation (ωB97M-V/def2-TZVPD) on a molecular structure, C14H24O5PPdSSe2.

Results
Charge: +1
Kohn-Sham gap, eV: 7.93
Energy above the lowest of the compared OMol25 structures with the same formula, charge and spin, kcal per mole: 0.0
LUMO energy, eV: -3.61

CARTESIAN COORDINATES (ANGSTROEM)
Pd (-0.89905, 0.86726, 0.41454)
C (-2.57933, -1.05459, 2.80813)
Se (-2.37927, 0.83058, 2.39028)
C (-1.10995, 1.31324, 3.79419)
C (0.23681, 0.64568, 3.66211)
Se (1.07913, 1.06042, 1.94000)
C (2.04661, -0.61549, 1.77932)
H (-2.97906, -1.14303, 3.81535)
H (-1.63468, -1.58163, 2.71455)
H (-3.29648, -1.45077, 2.09349)
H (-1.57975, 1.06523, 4.74638)
H (-1.03380, 2.39940, 3.73535)
H (0.16147, -0.43835, 3.73418)
H (0.91364, 0.99524, 4.44138)
H (2.73643, -0.67871, 2.61729)
H (2.60048, -0.58637, 0.84656)
H (1.34899, -1.44847, 1.78454)
O (6.32572, -1.79540, -1.09454)
C (5.97414, -0.51301, -0.87800)
O (6.78727, 0.27687, -0.49738)
C (4.52974, -0.13809, -1.07940)
C (4.16173, 1.14694, -0.69078)
C (2.85363, 1.57808, -0.83065)
C (1.88239, 0.72050, -1.34811)
S (0.21443, 1.28268, -1.56278)
C (2.25616, -0.55414, -1.76901)
C (3.56952, -0.97822, -1.63718)
H (5.56989, -2.33395, -1.35093)
H (4.92505, 1.79987, -0.28964)
H (2.57686, 2.58491, -0.54545)
H (1.51436, -1.20505, -2.21274)
H (3.81981, -1.96916, -1.99845)
C (-1.67887, -1.91700, -1.52758)
O (-2.43959, -0.77266, -1.94001)
P (-2.60289, 0.50472, -1.01060)
O (-3.92457, 0.28061, -0.15950)
C (-5.20401, 0.09502, -0.81304)
O (-3.00894, 1.61696, -2.03783)
C (-2.72348, 1.63150, -3.46019)
H (-1.47276, -2.49215, -2.42504)
H (-2.25782, -2.51995, -0.82831)
H (-0.73947, -1.60165, -1.06964)
H (-5.88981, -0.25228, -0.04729)
H (-5.12142, -0.64894, -1.60386)
H (-5.54188, 1.04496, -1.21921)
H (-2.61645, 2.67557, -3.73477)
H (-3.56368, 1.18444, -3.98566)
H (-1.80724, 1.08840, -3.67004)

Entry 3:
ORCA calculation (ωB97M-V/def2-TZVPD) on a molecular structure, C14H25BN6RuSi.

Results
Charge: +2
Kohn-Sham gap (alpha / beta), eV: 6.98 / 5.30
Multiplicity: 5
LUMO energy (alpha / beta), eV: -7.99 / -10.17

CARTESIAN COORDINATES (ANGSTROEM)
H (1.28381, 3.24528, 0.29442)
N (0.61194, 1.75407, -0.98650)
B (-0.23816, 0.40431, -3.01832)
N (0.24364, 1.69459, -2.32438)
C (0.51814, 2.88880, -2.90201)
Ru (1.00302, 0.27535, 0.34332)
H (0.37348, 2.99782, -3.97230)
C (0.94924, 3.76176, -1.91476)
H (1.15706, 4.81724, -2.02458)
C (1.02130, 3.02266, -0.73248)
H (-0.19813, 0.51989, -4.20517)
C (-2.54322, -3.38262, 1.72548)
H (-2.00387, -4.12856, 2.32098)
H (-1.85366, -2.92840, 1.00399)
H (-3.33530, -3.90703, 1.17783)
N (-1.78163, 0.12326, -2.66938)
N (0.75385, -0.72530, -2.55266)
N (-2.09105, 0.26130, -1.30848)
N (0.97484, -1.04778, -1.19908)
C (-2.90094, -0.31307, -3.30888)
C (1.52959, -1.54318, -3.29526)
H (-3.00041, -0.40269, -4.38529)
H (1.53975, -1.47890, -4.37913)
C (-3.87820, -0.58234, -2.32889)
C (2.19474, -2.43269, -2.46308)
C (-3.24648, -0.32619, -1.10992)
C (1.83699, -2.10525, -1.15421)
H (-4.88382, -0.90959, -2.43030)
H (2.81752, -3.26838, -2.73513)
H (-3.57191, -0.68320, -0.11735)
H (2.08311, -2.51213, -0.18370)
H (-2.95685, -2.63785, 2.35082)
C (2.04307, 0.19151, 4.34058)
Si (1.03912, 0.53442, 2.78672)
C (-0.64971, -0.31546, 2.88342)
C (0.68001, 2.40447, 2.84048)
C (2.48402, -0.11665, 1.52610)
H (1.58119, 0.49271, 5.29053)
H (2.95855, 0.77207, 4.17475)
H (2.30118, -0.87271, 4.37033)
H (-1.22870, 0.12269, 3.71563)
H (-1.27006, -0.25056, 1.97035)
H (-0.49913, -1.37671, 3.11875)
H (1.62140, 2.91868, 2.62087)
H (-0.05845, 2.73079, 2.09675)
H (0.33375, 2.78694, 3.81209)
H (2.96475, -1.12579, 1.54293)
H (3.29059, 0.65246, 1.39411)

Number 1: maximum force 4.45 eV Å⁻¹. Number 2: maximum force 0.20 eV Å⁻¹. Number 3: maximum force 3.71 eV Å⁻¹.